# 1
Formula: C5H13N2
Source: the Open Molecules 2025 dataset
Level of theory: ωB97M-V/def2-TZVPD

Properties
Lowest unoccupied orbital energy (spin up / spin down) ... 0.7227 / 0.6832 eV
Multiplicity ... 2
Molar mass ... 101.173 g mol⁻¹
Kohn-Sham gap (spin up / spin down) ... 3.54 / 8.89 eV
Charge ... 0

Cartesian coordinates (Å):
H (-0.214, -0.084, -1.956)
H (1.761, -1.077, -1.066)
N (0.659, -1.375, 0.683)
H (-0.299, -1.770, 0.265)
H (2.619, 0.082, 1.217)
C (2.227, 0.594, 0.353)
H (0.508, 1.398, -1.308)
H (1.073, -2.129, 1.173)
H (3.098, 0.781, -0.364)
H (0.388, -0.686, 1.432)
H (1.853, 1.534, 0.525)
C (-1.136, 0.427, -0.277)
C (-1.365, 1.539, 0.561)
C (0.003, 0.383, -1.056)
H (-2.261, -1.007, -1.161)
H (-0.690, 2.328, 0.359)
H (-2.707, -0.720, 0.532)
N (-1.896, -0.826, -0.132)
C (1.207, -0.398, -0.392)
H (-2.086, 1.489, 1.367)

natural (NBO) population analysis, charges in e, atoms 1 to 5: H 0.207; H 0.206; N -1.020; H 0.420; H 0.217

---

# 2
Formula: C19H18N2O4S
Source: the Open Molecules 2025 dataset
Level of theory: ωB97M-V/def2-TZVPD

Properties
Lowest unoccupied orbital energy ... 0.6858 eV
Molar mass ... 370.430 g mol⁻¹
Kohn-Sham gap ... 9.25 eV
Charge ... 0

Cartesian coordinates (Å):
C (2.133, 1.025, -6.349)
O (1.589, 1.833, 3.139)
C (2.669, -2.871, -4.813)
H (0.691, -2.545, -2.097)
C (-2.265, 1.054, 6.419)
C (1.397, -0.083, -0.844)
H (-1.241, -1.714, 3.658)
H (2.130, -4.207, -3.230)
C (2.523, -1.603, -5.352)
C (-0.806, 0.877, -1.103)
H (-1.607, -0.545, 2.366)
H (3.225, 0.983, -6.278)
N (-1.577, 0.348, 5.540)
H (3.040, -1.357, -6.265)
H (-1.641, 1.106, -1.746)
C (0.294, 0.937, 1.016)
C (0.291, 0.204, -1.647)
H (0.484, -0.172, 4.362)
C (-3.380, 0.575, 4.000)
C (-2.113, 0.121, 4.349)
O (0.218, -0.086, -2.968)
C (1.391, 0.284, 0.488)
H (1.799, 0.422, -7.199)
H (3.297, -3.589, -5.319)
O (-0.852, 2.179, 3.026)
N (0.129, -0.183, 3.413)
S (0.295, 1.358, 2.748)
H (-3.783, 0.367, 3.021)
C (2.020, -3.218, -3.645)
C (-1.242, -0.652, 3.390)
C (1.725, -0.656, -4.721)
C (-3.528, 1.563, 6.166)
H (-1.774, 1.214, 7.370)
H (-1.628, 1.773, 0.674)
O (1.520, 0.614, -5.151)
C (-0.800, 1.243, 0.228)
C (-4.096, 1.311, 4.927)
C (1.216, -2.289, -3.006)
H (-5.079, 1.690, 4.685)
H (2.233, 0.083, 1.130)
H (-4.049, 2.142, 6.913)
C (1.069, -1.016, -3.529)
H (2.257, -0.578, -1.270)
H (1.822, 2.058, -6.496)

natural (NBO) population analysis, charges in e, atoms 1 to 5: C -0.253; O -0.934; C -0.197; H 0.227; C 0.054

---

# 3
Formula: C8H14NO2
Source: the Open Molecules 2025 dataset
Level of theory: ωB97M-V/def2-TZVPD

Properties
Lowest unoccupied orbital energy ... -3.8504 eV
Molar mass ... 156.205 g mol⁻¹
Kohn-Sham gap ... 10.49 eV
Charge ... +1

Cartesian coordinates (Å):
H (-1.196, 3.065, 0.971)
N (-0.854, -0.005, -0.096)
C (1.367, -1.235, -0.844)
C (1.538, -0.216, 1.099)
H (-3.241, -1.290, -0.890)
H (1.986, -1.115, -1.824)
H (2.068, 0.677, 1.498)
H (-2.897, -2.632, 0.233)
C (0.792, 0.045, -0.194)
H (-2.650, 0.960, 0.102)
O (-1.403, -1.252, 0.015)
H (2.170, 1.406, -0.811)
H (-3.265, -0.963, 0.843)
C (-2.823, -1.571, 0.080)
C (2.233, -1.433, 0.406)
C (1.028, 1.400, -0.680)
H (2.205, -2.505, 0.664)
H (3.368, -1.211, 0.349)
C (-1.490, 1.086, 0.140)
C (-0.766, 2.439, 0.181)
H (0.809, 1.527, -1.767)
H (0.953, -0.580, 1.951)
O (0.555, 2.387, 0.240)
H (-1.175, 3.147, -0.608)
H (0.690, -2.130, -1.060)

natural (NBO) population analysis, charges in e, atoms 1 to 5: H 0.254; N 0.038; C -0.447; C -0.450; H 0.202

---

# 4
Formula: C5H13N2O
Source: the Open Molecules 2025 dataset
Level of theory: ωB97M-V/def2-TZVPD

Properties
Lowest unoccupied orbital energy ... -3.6166 eV
Molar mass ... 117.172 g mol⁻¹
Kohn-Sham gap ... 10.43 eV
Charge ... +1

Cartesian coordinates (Å):
H (2.621, 0.595, -0.336)
H (-1.461, 0.167, -1.252)
N (-1.197, -0.700, -1.012)
H (1.743, -0.155, -1.657)
C (1.684, 0.688, -0.949)
H (-0.851, 2.017, 0.784)
H (-1.742, -1.197, 1.506)
C (0.605, -1.617, 0.459)
H (-2.157, 0.518, 1.164)
H (-1.944, -1.355, -1.067)
C (-1.286, -0.180, 1.364)
H (1.460, -1.390, -0.221)
C (0.079, 2.086, 0.163)
H (0.880, -1.630, 1.528)
H (-0.081, -2.519, 0.398)
N (0.453, 0.817, -0.160)
H (-0.402, -1.044, -1.672)
O (0.751, 3.028, -0.157)
H (-0.792, 0.412, 2.166)
H (1.970, 1.788, -1.287)
C (-0.331, -0.330, 0.237)

natural (NBO) population analysis, charges in e, atoms 1 to 5: H 0.237; H 0.424; N -0.710; H 0.208; C -0.509

---

# 5
Formula: C30H23MnN5O4
Source: the Open Molecules 2025 dataset
Level of theory: ωB97M-V/def2-TZVPD

Properties
Lowest unoccupied orbital energy (spin up / spin down) ... -1.8526 / -2.0238 eV
Multiplicity ... 6
Molar mass ... 572.483 g mol⁻¹
Kohn-Sham gap (spin up / spin down) ... 5.14 / 5.13 eV
Charge ... 0

Cartesian coordinates (Å):
Mn (-0.416, -0.533, 0.820)
C (2.615, -0.675, 0.073)
C (-1.267, 3.339, -0.670)
H (-0.565, -2.514, -1.047)
H (-2.173, -1.709, 3.367)
N (-1.388, -3.550, -5.441)
H (0.680, -1.374, 6.559)
H (2.766, -0.722, -3.302)
H (-1.173, 3.898, 0.253)
H (1.639, 4.048, 4.559)
C (2.193, -0.780, -1.240)
H (0.149, -3.279, -3.295)
C (1.247, 3.518, 3.700)
O (-2.250, -3.846, -6.239)
N (-0.213, 1.377, 0.369)
C (3.102, -0.643, -2.277)
H (5.154, -0.302, -2.793)
C (-2.029, 3.227, -2.965)
H (-1.663, 1.356, -3.951)
H (1.840, 3.060, 0.383)
H (2.419, -0.861, 4.813)
H (2.726, 4.290, 2.342)
C (-3.544, -2.352, -2.634)
N (2.017, -0.790, 2.251)
C (0.237, 2.146, 1.465)
C (-0.940, 1.338, -1.937)
H (-0.570, 0.321, -2.012)
H (-4.576, -2.100, -2.429)
H (-1.661, -1.848, 5.813)
C (1.360, 2.973, 1.351)
C (-3.095, -1.660, -0.285)
C (-1.873, 3.924, -1.775)
C (1.387, -1.064, 4.559)
C (4.438, -0.405, -1.988)
H (4.261, -0.355, 1.404)
C (4.858, -0.304, -0.665)
O (-2.203, -1.018, 0.416)
C (-3.152, -2.794, -3.889)
H (5.901, -0.121, -0.441)
C (0.420, -1.352, 5.509)
H (-2.508, 3.688, -3.819)
C (-1.824, -3.099, -4.091)
C (1.004, -1.036, 3.236)
O (-4.254, -1.798, 0.035)
O (-0.194, -3.648, -5.637)
C (0.126, 2.714, 3.823)
C (3.949, -0.435, 0.372)
C (-1.288, -2.555, -1.849)
C (-0.881, -1.611, 5.103)
C (-2.614, -2.208, -1.613)
H (1.152, -0.980, -1.459)
C (1.856, 3.653, 2.453)
C (-0.787, 2.028, -0.731)
N (-0.242, -1.256, 2.847)
H (-3.856, -2.901, -4.701)
C (-0.382, 2.046, 2.711)
H (-2.242, 4.940, -1.695)
H (-1.296, 1.467, 2.792)
C (-1.558, 1.924, -3.032)
C (-0.876, -3.004, -3.093)
C (-1.173, -1.548, 3.751)
N (1.603, -0.864, 1.084)
H (-0.372, 2.618, 4.781)

natural (NBO) population analysis, charges in e, atoms 1 to 5: Mn 1.512; C 0.154; C -0.301; H 0.173; H 0.234

---

# 6
Formula: C24H24MgN4O5P
Source: the Open Molecules 2025 dataset
Level of theory: ωB97M-V/def2-TZVPD

Properties
Lowest unoccupied orbital energy ... -3.1727 eV
Molar mass ... 503.758 g mol⁻¹
Kohn-Sham gap ... 8.32 eV
Charge ... +1

Cartesian coordinates (Å):
C (-1.967, -2.826, 0.066)
C (-3.371, 0.774, -3.231)
H (2.839, 3.017, -0.258)
H (-2.145, -0.908, -2.689)
C (3.456, -1.624, 0.127)
H (-4.412, 2.633, -3.492)
H (-3.942, 0.228, -3.970)
C (0.112, -3.161, -0.894)
H (0.886, 0.420, -3.695)
C (0.003, 4.349, 1.011)
H (0.674, -5.162, -1.372)
C (-1.121, 2.638, -0.196)
C (-0.090, -4.523, -0.950)
C (-2.375, 0.136, -2.513)
P (1.775, 0.197, -0.917)
C (-2.240, -4.182, 0.035)
O (1.950, -0.668, -2.266)
H (2.644, 0.731, -3.647)
H (-3.064, 3.795, -1.752)
C (-2.875, 2.759, -1.999)
H (3.548, -2.167, -0.812)
C (-0.765, 3.971, -0.082)
H (4.457, 2.300, -0.121)
C (0.216, -1.332, 2.972)
O (-2.548, -0.647, 0.767)
H (0.846, -2.138, 4.854)
C (-0.023, 2.100, 1.784)
C (-3.012, -1.831, 0.598)
N (-1.652, 0.748, -1.575)
Mg (-0.796, -0.271, 0.202)
C (3.392, 2.097, -0.065)
H (-3.202, -4.512, 0.400)
C (0.770, 1.131, 3.987)
C (0.381, 3.412, 1.963)
H (-1.059, 4.693, -0.832)
H (1.355, 0.121, 5.788)
H (2.026, -0.802, -4.297)
C (0.290, 0.957, 2.703)
H (4.291, -0.934, 0.230)
H (1.019, -2.717, -1.280)
C (0.701, -1.243, 4.265)
C (-1.905, 2.046, -1.322)
H (0.983, 3.704, 2.812)
C (1.871, -0.030, -3.552)
N (-0.798, -2.315, -0.380)
H (0.950, 2.123, 4.379)
H (-1.464, -6.112, -0.493)
N (-0.744, 1.746, 0.720)
H (3.152, 1.734, 0.938)
O (2.206, -0.906, 0.179)
H (3.447, -2.320, 0.961)
C (-3.626, 2.107, -2.966)
O (3.093, 1.111, -1.061)
C (0.984, 0.011, 4.777)
N (0.019, -0.262, 2.201)
C (-1.283, -5.045, -0.466)
H (-0.031, -2.292, 2.534)
H (0.315, 5.380, 1.117)
O (-4.140, -2.244, 0.776)

natural (NBO) population analysis, charges in e, atoms 1 to 5: C 0.105; C -0.233; H 0.188; H 0.211; C -0.263

---

The records above yield relative energy (zero: lowest compared OMol25 entry of this formula, charge and spin) values of 354.4; 355.2; 455.2; 285.9; 91.6; 38.9 kJ/mol, respectively.